No. 1
This record from the Open Molecules 2025 dataset describes one molecule with the formula C14H17NO in a non-equilibrium geometry. The level of theory is the ωB97M-V functional and the def2-TZVPD basis.

CARTESIAN COORDINATES (ANGSTROEM)
O1 2.31 1.70 1.74
C1 -0.22 4.22 2.58
C2 -1.07 4.15 1.47
C3 0.93 3.39 2.65
C4 -0.80 3.24 0.44
C5 1.17 2.48 1.63
C6 0.32 2.40 0.50
N1 0.62 -0.98 0.06
C7 1.57 -0.62 1.15
C8 -0.15 0.12 -0.52
C9 2.16 1.18 -0.58
C10 0.44 -3.51 0.33
C11 -0.42 -3.10 -0.88
C12 2.49 0.60 0.82
C13 0.67 1.43 -0.62
C14 -0.20 -2.17 0.32
H1 -0.44 4.93 3.38
H2 -1.95 4.82 1.41
H3 1.57 3.46 3.47
H4 -1.47 3.13 -0.40
H5 2.19 -1.51 1.31
H6 1.04 -0.38 2.09
H7 -1.09 0.26 0.04
H8 -0.53 -0.20 -1.50
H9 2.47 0.52 -1.38
H10 2.71 2.14 -0.73
H11 1.53 -3.59 0.22
H12 0.00 -4.32 0.93
H13 -1.40 -3.56 -0.95
H14 0.13 -2.90 -1.80
H15 3.53 0.27 0.88
H16 0.42 1.89 -1.60
H17 -1.05 -1.99 1.00

Its multiplicity is 1. For the largest force on an atom, the calculation gives 0.0467 hartree/bohr. As for the SMILES: c1ccc2c(c1)O[C@@H]1C[C@H]2CN(C2CC2)C1. The value obtained for the energy above the lowest of the compared OMol25 structures with the same formula, charge and spin is 30.8 kcal/mol. The HOMO energy is -8.4 eV. Its net charge is 0.

No. 2
This record from the Open Molecules 2025 dataset describes one molecule with the formula C14H17NO3S in a non-equilibrium geometry. The level of theory is the ωB97M-V functional and the def2-TZVPD basis.

CARTESIAN COORDINATES (ANGSTROEM)
C1 -2.74 -4.00 1.07
C2 -1.58 -3.09 0.70
C3 -2.01 -1.67 0.34
C4 -2.81 -1.59 -0.96
C5 -3.22 -0.17 -1.33
C6 -2.08 0.72 -1.82
H1 -2.49 1.62 -2.28
H2 -1.45 0.19 -2.54
O1 -1.17 1.12 -0.78
C7 -1.58 2.07 0.03
O2 -2.62 2.64 0.04
S1 -0.27 2.46 1.21
C8 0.98 1.37 0.64
N1 2.01 1.70 -0.06
C9 2.69 0.52 -0.25
C10 3.86 0.23 -0.93
C11 4.27 -1.09 -0.94
C12 3.55 -2.09 -0.30
C13 2.38 -1.83 0.39
C14 1.97 -0.51 0.40
O3 0.88 0.06 0.98
H3 1.81 -2.60 0.88
H4 3.91 -3.11 -0.34
H5 5.18 -1.36 -1.46
H6 4.41 1.01 -1.43
H7 -3.96 -0.21 -2.14
H8 -3.70 0.32 -0.47
H9 -2.22 -2.02 -1.77
H10 -3.72 -2.19 -0.85
H11 -2.60 -1.25 1.16
H12 -1.11 -1.05 0.24
H13 -1.02 -3.52 -0.13
H14 -0.89 -3.03 1.56
H15 -2.37 -4.96 1.41
H16 -3.33 -3.56 1.87
H17 -3.39 -4.17 0.21

Its multiplicity is 1. For the largest force on an atom, the calculation gives 0.0240 hartree/bohr. As for the SMILES: CCCCCCOC(=O)Sc1nc2ccccc2o1. The value obtained for the energy above the lowest of the compared OMol25 structures with the same formula, charge and spin is 30.2 kcal/mol. The HOMO energy is -9.1 eV. Its net charge is 0.

No. 3
This record from the Open Molecules 2025 dataset describes C14H18AlBrCl2F11IKNNaO5PSi as an isolated structure in a non-equilibrium geometry. The level of theory is the ωB97M-V functional and the def2-TZVPD basis.

CARTESIAN COORDINATES (ANGSTROEM)
O1 -2.87 1.24 -2.15
C1 -1.96 0.61 -1.92
N1 -0.98 0.02 -1.64
Si1 -0.31 0.63 -0.16
I1 -1.97 0.27 1.66
P1 1.61 -0.29 0.45
O2 2.13 0.66 1.65
Br1 0.99 -2.14 1.27
H1 -0.06 2.08 -0.38
H2 1.65 1.48 1.66
Na1 2.09 0.30 -1.86
C2 1.53 2.84 4.72
O3 1.16 3.27 3.44
H3 1.85 1.80 4.66
H4 2.33 3.45 5.14
H5 0.63 2.90 5.41
H6 0.87 4.19 3.47
F1 1.22 -4.71 0.83
K1 -4.31 -0.29 2.52
O4 -1.53 -4.34 0.22
H7 -0.65 -4.05 0.53
F2 1.08 -3.73 3.28
C3 -5.93 4.23 0.45
Cl1 -4.93 3.28 1.60
Cl2 -7.62 3.79 0.55
H8 -5.81 5.28 0.71
H9 -5.56 4.04 -0.55
C4 -1.46 2.34 -7.76
C5 0.02 1.97 -8.02
C6 0.34 0.69 -8.80
F3 -0.11 -0.41 -8.16
F4 1.69 0.59 -8.90
F5 0.68 1.97 -6.83
F6 0.53 2.98 -8.76
O5 -2.02 2.04 -6.49
C7 -2.61 0.86 -6.17
C8 -1.84 0.16 -5.05
F7 -0.57 -0.10 -5.41
F8 -2.42 -1.02 -4.75
F9 -2.78 0.06 -7.22
F10 -3.83 1.14 -5.66
H10 -1.47 3.43 -7.78
H11 -2.11 2.02 -8.57
H12 -0.08 0.73 -9.80
H13 -1.83 0.77 -4.16
F11 1.33 -2.95 7.10
C9 2.55 -3.54 7.11
C10 3.51 -3.09 6.24
C11 4.76 -3.69 6.25
C12 5.02 -4.73 7.12
C13 4.04 -5.18 7.99
C14 2.79 -4.58 7.99
H14 3.28 -2.28 5.56
H15 5.53 -3.34 5.58
H16 6.00 -5.20 7.13
H17 4.24 -5.99 8.66
H18 2.00 -4.90 8.66
Al1 0.20 2.44 7.35

Its multiplicity is 1. For the largest force on an atom, the calculation gives 0.0948 hartree/bohr. The HOMO energy is -11.9 eV. Its net charge is +2.

No. 4
This record from the Open Molecules 2025 dataset describes C14H18BMoN6OS2Se2Te2 as an isolated structure in a non-equilibrium geometry. The level of theory is the ωB97M-V functional and the def2-TZVPD basis.

CARTESIAN COORDINATES (ANGSTROEM)
Mo1 1.82 0.74 -0.61
Se1 4.25 0.40 -0.19
Te1 5.01 2.77 -0.21
Te2 2.46 3.56 -0.80
Se2 2.12 2.07 -2.76
C1 -0.25 -1.43 3.33
N1 -0.83 -0.18 2.85
C2 -2.15 0.21 3.04
C3 -2.26 1.44 2.52
N2 -1.02 1.83 2.04
B1 -0.69 3.25 1.48
N3 -1.23 3.39 0.00
C4 -1.80 4.56 -0.47
C5 -2.02 4.41 -1.80
N4 -1.60 3.14 -2.13
C6 -1.67 2.54 -3.46
C7 -1.12 2.53 -1.02
S1 -0.63 0.87 -0.98
C8 -0.16 0.83 2.25
S2 1.53 0.76 1.86
H1 -1.02 -2.19 3.36
H2 0.17 -1.30 4.33
H3 0.55 -1.74 2.66
H4 -2.87 -0.43 3.52
H5 -3.11 2.10 2.46
H6 -1.27 4.07 2.15
H7 0.50 3.39 1.48
H8 -1.98 5.39 0.18
H9 -2.45 5.08 -2.52
H10 -1.77 3.33 -4.19
H11 -2.53 1.87 -3.52
H12 -0.77 1.97 -3.64
N5 0.03 -6.29 -0.63
C9 1.25 -5.70 -0.79
O1 2.28 -6.32 -0.91
C10 1.28 -4.19 -0.77
C11 2.38 -3.57 -1.32
C12 2.47 -2.20 -1.30
N6 1.54 -1.41 -0.73
C13 0.47 -2.02 -0.18
C14 0.31 -3.39 -0.19
H13 0.00 -7.30 -0.69
H14 -0.83 -5.79 -0.71
H15 3.16 -4.17 -1.77
H16 3.30 -1.70 -1.78
H17 -0.26 -1.38 0.29
H18 -0.58 -3.80 0.29

Its multiplicity is 3. For the largest force on an atom, the calculation gives 0.0207 hartree/bohr. The HOMO energy (spin up / spin down) is -10.5 / -10.9 eV. Its net charge is +1.

No. 5
This record from the Open Molecules 2025 dataset describes C14H18BN4O5S3 as an isolated structure in a non-equilibrium geometry. The level of theory is the ωB97M-V functional and the def2-TZVPD basis.

CARTESIAN COORDINATES (ANGSTROEM)
C1 -0.60 0.44 -3.42
B1 -1.90 -0.02 -4.16
O1 -3.02 -0.29 -3.42
S1 -2.02 -0.16 -6.02
O2 -1.66 1.13 -6.56
O3 -3.37 -0.55 -6.32
N1 -1.09 -1.41 -6.51
S2 0.40 -1.44 -5.97
O4 1.15 -2.41 -6.70
O5 1.05 -0.18 -5.80
N2 0.25 -2.16 -4.34
C2 -0.40 -3.20 -4.32
S3 -1.24 -4.49 -4.31
H1 0.30 0.41 -4.01
H2 -0.42 -0.18 -2.54
H3 -0.77 1.46 -3.06
H4 -3.06 -1.21 -3.17
C3 -0.12 -2.68 -0.89
N3 0.05 -1.72 0.24
C4 -0.36 -2.07 1.47
C5 -0.19 -1.22 2.54
C6 0.42 0.02 2.35
C7 0.82 0.36 1.06
C8 0.62 -0.53 0.03
C9 0.67 0.95 3.48
C10 1.96 1.38 3.77
C11 2.17 2.27 4.79
N4 1.14 2.75 5.51
C12 -0.11 2.33 5.26
C13 -0.37 1.43 4.26
C14 1.37 3.75 6.58
H5 -1.17 -2.93 -0.97
H6 0.48 -3.56 -0.67
H7 0.22 -2.21 -1.81
H8 -0.82 -3.04 1.57
H9 -0.52 -1.54 3.52
H10 1.29 1.31 0.85
H11 0.92 -0.30 -0.99
H12 2.81 1.02 3.21
H13 3.16 2.63 5.04
H14 -0.89 2.75 5.88
H15 -1.40 1.14 4.08
H16 0.98 3.36 7.51
H17 0.86 4.67 6.30
H18 2.43 3.94 6.67

Its multiplicity is 1. For the largest force on an atom, the calculation gives 0.0476 hartree/bohr. The HOMO energy is -9.8 eV. Its net charge is +1.

No. 6
This record from the Open Molecules 2025 dataset describes an isolated ion of composition C14H18Br2F4NOS and charge +1 in a non-equilibrium geometry. The level of theory is the ωB97M-V functional and the def2-TZVPD basis.

CARTESIAN COORDINATES (ANGSTROEM)
C1 1.61 3.69 3.74
C2 1.17 2.60 2.93
C3 0.82 1.74 1.54
N1 1.62 0.83 0.86
C4 1.25 0.03 -0.40
C5 1.88 -1.48 -0.25
Br1 1.09 -2.84 -1.52
C6 1.88 -2.09 1.27
C7 0.45 -2.70 1.77
Br2 3.16 -3.68 1.21
C8 1.96 0.87 -1.62
F1 1.07 1.95 -2.19
F2 2.27 -0.01 -2.80
C9 3.37 1.61 -1.23
F3 4.33 0.79 -0.46
F4 3.18 2.97 -0.59
C10 -0.42 0.15 -0.40
C11 -1.23 -0.17 -1.78
C12 -2.61 0.68 -2.00
C13 -3.74 0.52 -0.81
C14 -3.85 -0.98 -0.16
O1 -4.57 -0.81 1.14
S1 -0.75 1.77 0.52
H1 2.04 4.44 4.56
H2 2.55 0.71 1.37
H3 3.03 -1.41 -0.57
H4 2.32 -1.39 2.10
H5 0.60 -3.86 2.04
H6 -0.42 -2.67 0.99
H7 0.12 -2.19 2.80
H8 3.90 1.86 -2.27
H9 -0.85 -0.63 0.36
H10 -1.51 -1.33 -1.84
H11 -0.54 0.04 -2.73
H12 -3.08 0.34 -3.04
H13 -2.40 1.84 -2.10
H14 -3.56 1.38 -0.04
H15 -4.79 0.75 -1.32
H16 -2.84 -1.49 0.10
H17 -4.49 -1.74 -0.78
H18 -4.00 -0.11 1.63

Its multiplicity is 1. For the largest force on an atom, the calculation gives 0.1937 hartree/bohr. The HOMO energy is -12.8 eV. Its net charge is +1.

No. 7
This record from the Open Molecules 2025 dataset describes one molecule with the formula C14H18N2O in a non-equilibrium geometry. The level of theory is the ωB97M-V functional and the def2-TZVPD basis.

CARTESIAN COORDINATES (ANGSTROEM)
C1 -2.36 3.46 0.57
C2 -1.45 2.76 -0.60
C3 -0.24 2.02 0.17
C4 1.10 2.84 -0.18
C5 -0.15 0.45 -0.09
C6 1.24 -0.18 -0.45
C7 1.44 -1.75 -0.68
C8 2.92 -2.30 -1.01
C9 3.78 -2.08 0.36
O1 4.08 -3.35 0.99
C10 0.18 -2.63 -0.58
C11 -1.27 -2.07 -0.22
N1 -2.32 -3.06 -0.15
C12 -3.52 -2.39 0.23
C13 -3.72 -0.87 0.49
N2 -2.64 0.06 0.40
C14 -1.39 -0.55 0.03
H1 -2.78 2.63 1.26
H2 -3.18 4.14 0.16
H3 -1.61 4.04 1.24
H4 -1.02 3.65 -1.20
H5 -2.08 2.08 -1.27
H6 -0.40 2.15 1.31
H7 1.96 2.39 0.45
H8 1.34 2.76 -1.31
H9 0.94 3.92 0.16
H10 2.21 0.43 -0.53
H11 2.88 -3.43 -1.27
H12 3.35 -1.65 -1.84
H13 4.72 -1.46 0.17
H14 3.13 -1.45 1.09
H15 3.74 -3.25 1.92
H16 0.31 -3.76 -0.73
H17 -4.45 -3.06 0.35
H18 -4.76 -0.48 0.75

Its multiplicity is 1. For the largest force on an atom, the calculation gives 0.1261 hartree/bohr. As for the SMILES: CC[C@H](C)c1cc(CCO)cc2nccnc12. The value obtained for the energy above the lowest of the compared OMol25 structures with the same formula, charge and spin is 183.7 kcal/mol. The HOMO energy is -8.4 eV. Its net charge is 0.

No. 8
This record from the Open Molecules 2025 dataset describes one molecule with the formula C14H18N2O5 in a non-equilibrium geometry. The level of theory is the ωB97M-V functional and the def2-TZVPD basis.

CARTESIAN COORDINATES (ANGSTROEM)
C1 -2.68 -0.76 -0.55
C2 -1.44 -1.77 -0.56
C3 -2.54 -0.11 0.89
C4 -2.93 1.31 0.82
C5 -2.03 2.27 0.39
C6 0.95 -2.04 -0.43
C7 1.16 -2.37 0.99
C8 2.12 -1.54 -1.25
C9 2.38 -0.09 -0.86
C10 3.36 0.09 0.12
C11 1.74 1.09 -1.16
C12 4.03 1.20 0.59
C13 2.43 2.34 -0.83
C14 3.53 2.44 0.03
H1 -4.26 -1.84 -0.10
H2 -4.33 -1.42 -1.76
H3 -2.20 -0.07 -1.23
H4 -1.53 -0.42 1.32
H5 -3.34 -0.64 1.28
H6 -3.37 1.77 1.82
H7 -3.73 1.35 0.04
H8 -1.38 4.18 0.32
H9 -0.05 -0.17 -0.02
H10 0.66 -3.06 -0.81
H11 1.50 -1.45 -2.20
H12 2.86 -2.26 -1.36
H13 3.65 -0.80 0.78
H14 0.73 0.89 -1.51
H15 4.85 1.06 1.24
H16 1.82 3.19 -0.99
H17 3.97 3.43 0.37
H18 0.67 -1.82 2.75
N1 -4.05 -1.07 -0.79
N2 -0.19 -1.19 -0.49
O1 -1.67 -2.92 -0.63
O2 -0.94 2.12 -0.28
O3 -2.27 3.69 0.74
O4 2.03 -3.16 1.43
O5 0.48 -1.45 1.88

Its multiplicity is 1. For the largest force on an atom, the calculation gives 0.1966 hartree/bohr. As for the SMILES: N[C@@H](CCC(=O)O)C(=O)N[C@@H](Cc1ccccc1)C(=O)O. The value obtained for the energy above the lowest of the compared OMol25 structures with the same formula, charge and spin is 121.3 kcal/mol. The HOMO energy is -9.0 eV. Its net charge is 0.